{
  "formula": "C17H39N3O9P3S",
  "method": "ωB97M-V/def2-TZVPD",
  "symbols": ["S", "P", "P", "P", "O", "O", "O", "O", "O", "O", "O", "O", "O", "N", "N", "N", "C", "C", "C", "C", "C", "C", "C", "C", "C", "C", "C", "C", "C", "C", "C", "C", "C", "H", "H", "H", "H", "H", "H", "H", "H", "H", "H", "H", "H", "H", "H", "H", "H", "H", "H", "H", "H", "H", "H", "H", "H", "H", "H", "H", "H", "H", "H", "H", "H", "H", "H", "H", "H", "H", "H", "H"],
  "xyz": [[-7.21839, -1.84810, -3.44349], [0.06449, -0.88219, 4.65013], [-3.45589, -2.33654, -0.40487], [3.06559, 1.99926, -2.01783], [3.43381, 2.40045, -0.64977], [2.15471, 2.41819, -3.24597], [2.86759, 0.40242, -2.04009], [0.23602, 0.64191, 5.19800], [4.47232, 2.17726, -2.82110], [-1.37347, -1.11108, 4.44468], [-6.60816, 0.67805, -4.01121], [1.38673, -1.52540, 5.27411], [0.65159, -0.78368, 3.16000], [-3.09278, -0.80329, -0.14946], [-6.01740, -0.68403, -5.63522], [-5.64828, 0.61469, -5.97551], [6.39144, 1.39693, -1.54223], [-6.57179, -0.60149, -4.47841], [3.05116, 1.23872, -5.23781], [-5.75142, -2.10392, -2.36734], [0.40249, 0.23245, -1.93359], [-0.77679, 0.44778, 1.58856], [-6.05574, -3.04945, -1.21201], [2.57693, 2.53158, -4.61343], [-6.00523, 1.36008, -5.00327], [1.73618, -0.16180, -1.33792], [-0.16209, -0.87219, 1.97386], [-5.11113, -2.75582, -0.01148], [3.28629, -0.22988, 4.32959], [5.67044, 2.57428, -2.16795], [-0.25719, 0.95507, 6.50127], [2.66693, -1.57758, 4.62460], [0.48699, 0.23896, 7.61447], [4.18938, -0.37292, 3.73404], [3.32393, 3.31878, -4.70123], [-1.24621, 0.95217, 2.43477], [-3.10321, -2.57691, -1.76632], [-5.92661, -4.09556, -1.51560], [2.62489, 0.43305, 3.77924], [0.22375, 1.30670, -1.84722], [-0.92486, -1.64003, 2.09171], [-0.00698, 1.13280, 1.21234], [-5.03168, -3.68990, 0.56486], [0.11882, 0.57013, 8.58719], [5.71275, 0.77313, -0.96151], [-7.09618, -2.91529, -0.89424], [2.59530, -2.18958, 3.72747], [-1.52715, 0.29450, 0.80592], [1.69887, 2.88127, -5.15715], [3.82210, 0.74030, -4.65668], [-0.14352, 2.03251, 6.61743], [3.45808, 1.44855, -6.22848], [6.30512, 3.02968, -2.93205], [3.31690, -2.11928, 5.31408], [-5.87415, 2.42229, -4.88997], [5.46460, 3.35022, -1.43176], [2.22465, 0.53404, -5.34005], [3.55423, 0.28341, 5.25553], [-3.91353, -0.31798, 0.19163], [6.82515, 0.76069, -2.31633], [1.78510, 0.13698, -0.28783], [7.19296, 1.74299, -0.88771], [-0.41549, -0.27298, -1.41388], [0.34928, -0.84239, 7.56167], [-2.57430, -3.14248, 0.36308], [1.55881, 0.43105, 7.55931], [-1.32411, 0.71855, 6.54745], [1.86053, -1.24237, -1.38872], [-5.47997, -1.12650, -1.96637], [0.35075, -0.01765, -2.99409], [0.50219, -1.21573, 1.17784], [-4.96619, -2.49788, -3.00764]],
  "forces_ev_per_a": [[-0.0900, -0.2400, -0.0829], [1.1080, 3.2598, -3.9242], [-1.2124, 1.5983, 0.7132], [4.0588, -2.4387, -1.4950], [-2.3589, 1.3096, 0.1612], [-0.9892, 0.8201, 1.3799], [-0.4090, 0.4265, -0.0085], [0.1524, -0.5725, 0.3494], [-0.2885, -0.0300, -0.3190], [0.0621, -1.8228, 2.2181], [0.1187, 0.2627, -0.0583], [-1.2946, -0.9005, 1.1305], [0.4046, -0.1059, 0.1997], [0.5469, 0.0435, -0.5448], [-0.0059, 0.1253, -0.0542], [0.2349, -0.0146, -0.5458], [0.0363, -0.2055, -0.0985], [-0.1552, -0.3082, 0.5102], [-0.1196, -0.3763, 0.1416], [-0.2087, 0.0502, -0.1177], [-0.0919, 0.1184, -0.0606], [0.2962, 0.6011, -0.1127], [0.4226, 0.1864, 0.5585], [0.0991, 0.3421, -0.5231], [-0.1379, -0.0184, 0.3100], [-0.2654, -0.1076, 0.1745], [-0.4431, 0.0563, -0.2583], [0.4707, -1.0845, -0.6390], [-0.1005, 0.3443, 0.2284], [0.2522, 0.0261, 0.2094], [-0.1616, 0.0313, 0.1299], [0.4355, -0.3283, -0.2763], [0.0518, -0.1329, 0.0237], [0.0281, -0.0634, 0.0585], [0.1399, -0.0952, 0.1958], [-0.0940, -0.2300, 0.0904], [0.3646, -0.5603, 0.1436], [-0.3116, 0.0700, -0.3857], [-0.0788, -0.1424, -0.1099], [-0.0137, -0.0251, 0.0729], [-0.0717, 0.0821, 0.2015], [0.0437, -0.0376, 0.0495], [-0.1786, 0.1826, 0.2442], [-0.0201, 0.0670, -0.0310], [-0.0785, 0.1628, 0.0952], [-0.0004, -0.0416, -0.0281], [-0.2005, 0.1319, -0.0878], [0.0300, -0.1513, 0.1198], [-0.1249, -0.0059, 0.2159], [0.0783, 0.1616, 0.0666], [-0.0020, 0.0121, -0.1156], [-0.0848, 0.0503, -0.0223], [-0.1067, -0.0558, -0.1100], [-0.1947, -0.0190, 0.1506], [-0.0104, -0.0049, -0.0175], [-0.1435, -0.1102, 0.0941], [-0.0280, 0.0460, -0.0577], [0.0640, -0.0523, 0.0052], [-0.0600, -0.1520, 0.1489], [0.0230, 0.0178, 0.0050], [0.0917, 0.0109, -0.0158], [0.0139, 0.0055, -0.0209], [0.0081, 0.0051, 0.0216], [-0.0345, 0.0185, -0.0006], [0.0038, -0.3188, -0.3422], [0.0009, 0.0532, -0.0100], [0.0016, 0.0266, -0.0391], [0.1609, 0.0217, -0.0443], [0.1056, -0.0367, -0.0484], [0.0354, -0.0753, 0.0053], [0.1496, -0.0147, 0.1429], [0.0760, 0.1514, 0.0403]],
  "lowdin_charge": [0.94, 0.47, 0.53, 0.48, -0.22, -0.19, -0.20, -0.20, -0.23, -0.20, 0.02, -0.21, -0.23, -0.36, 0.05, 0.04, -0.07, -0.72, -0.07, -0.52, -0.07, -0.09, -0.41, -0.25, -0.21, -0.26, -0.25, -0.42, -0.07, -0.28, -0.28, -0.25, -0.09, 0.08, 0.11, 0.07, -0.04, 0.08, 0.07, 0.07, 0.10, 0.07, -0.02, 0.07, 0.07, 0.07, 0.11, 0.01, 0.12, 0.07, 0.11, 0.08, 0.11, 0.12, 0.13, 0.11, 0.08, 0.07, -0.06, 0.07, 0.10, 0.07, 0.06, 0.07, -0.04, 0.07, 0.11, 0.12, 0.07, 0.08, 0.10, 0.06],
  "total_energy_ha": -2934.90037,
  "max_force_ev_per_a": 5.2,
  "lumo_energy_ev": 2.4,
  "charge": -1,
  "molar_mass_g_mol": 554.50
}

=====

{
  "formula": "C17H39N6O7S",
  "method": "ωB97M-V/def2-TZVPD",
  "symbols": ["S", "O", "O", "O", "O", "O", "O", "O", "N", "N", "N", "N", "N", "N", "C", "C", "C", "C", "C", "C", "C", "C", "C", "C", "C", "C", "C", "C", "C", "C", "C", "H", "H", "H", "H", "H", "H", "H", "H", "H", "H", "H", "H", "H", "H", "H", "H", "H", "H", "H", "H", "H", "H", "H", "H", "H", "H", "H", "H", "H", "H", "H", "H", "H", "H", "H", "H", "H", "H", "H"],
  "xyz": [[-2.38999, 4.93930, 1.15564], [-3.98420, -6.94493, 1.52151], [-2.49478, -4.56610, -2.91676], [0.15579, 3.40052, 0.63013], [2.55310, -2.44995, 0.17328], [1.52492, 5.23018, 0.81108], [-2.42786, 8.39010, 1.28955], [6.73220, 0.44296, -2.29090], [-2.09784, 8.18890, 3.49108], [-0.92525, -4.74513, -1.32642], [-4.63788, -6.04146, -0.42142], [-0.70672, 6.98156, 0.17083], [7.87179, -1.35022, -1.57948], [2.51525, -0.21799, 0.36993], [0.31281, 4.66731, 0.50248], [-6.13889, -7.61244, 0.72136], [-3.44540, 10.06689, 2.66048], [6.74849, -0.57801, -1.61867], [-0.98547, 5.53267, 0.02551], [5.55861, -1.03054, -0.81526], [-5.52143, -5.80047, -1.54155], [-1.39115, -4.98191, -2.58161], [2.28911, 1.15411, -0.04964], [-4.84093, -6.85169, 0.65207], [1.77479, -1.22695, -1.73773], [-2.21605, 8.54432, 4.88786], [2.30758, -1.35695, -0.33550], [-2.62598, 8.82747, 2.41292], [0.34025, -5.15102, -0.74871], [-0.50962, -5.76083, -3.52125], [8.08527, -2.58167, -0.85053], [-1.21237, 8.70561, 5.28733], [3.23766, 1.69163, 0.01378], [2.47369, -0.65629, -2.35279], [8.33691, -3.36651, -1.56767], [0.13347, -5.76974, 0.12717], [-1.56147, 7.36659, 3.24739], [-1.56775, -4.21747, -0.75236], [-6.22825, -8.28023, -0.13793], [8.62855, -0.98653, -2.14090], [8.92718, -2.43666, -0.16968], [-1.01219, -5.87076, -4.48264], [0.95401, -5.71170, -1.45043], [0.87844, -4.25418, -0.43376], [-0.10639, 7.16768, 0.99153], [-6.45009, -6.36243, -1.46493], [-6.98006, -6.91675, 0.74905], [-3.74782, -5.56362, -0.40165], [0.43030, -5.22867, -3.68102], [-4.99812, -6.08646, -2.45596], [-2.68102, 7.70915, 5.41650], [1.57373, 1.60968, 0.63683], [-5.74575, -4.73254, -1.57687], [-2.83415, 10.82931, 3.14808], [-6.15829, -8.21433, 1.63030], [-4.31315, 9.82536, 3.27803], [-0.31682, -6.75604, -3.11560], [0.79805, -0.73944, -1.72367], [-1.86347, 5.08868, 2.44584], [1.65956, -2.21953, -2.17572], [7.20806, -2.88099, -0.28112], [5.22228, -2.00956, -1.16311], [2.87237, -0.38262, 1.30031], [-2.81226, 9.44223, 5.03617], [-1.26755, 5.24276, -1.05466], [4.74250, -0.32007, -0.94268], [-3.79864, 10.46396, 1.70854], [-1.57340, 7.55721, 0.18819], [1.90476, 1.21837, -1.06492], [5.81700, -1.07313, 0.24476]],
  "forces_ev_per_a": [[-0.0847, 0.1222, 0.4073], [-0.1940, -0.1091, -0.0343], [-0.0108, -0.1836, -0.0397], [-0.4824, 2.6722, -0.7734], [-0.0313, -0.3041, -0.1826], [-5.3758, -0.8735, -1.4123], [-1.3249, 1.4380, 1.0568], [0.0165, -0.2293, 0.1019], [-0.1853, 0.3131, -0.2869], [-0.2186, -0.2703, -0.6809], [-0.2172, -0.4075, 0.4610], [-0.2950, -1.3471, -1.0150], [-0.2759, 0.1017, 0.0391], [-0.1142, -0.8562, -0.6858], [4.3057, -1.3115, 1.4283], [-0.1094, -0.1393, 0.1254], [-0.1129, 0.1629, -0.0587], [0.0067, 0.4741, -0.2899], [1.9668, 0.7843, 0.9260], [-0.0200, 0.0667, -0.1063], [0.4232, 0.2479, -0.1086], [-0.3220, 0.3296, 0.3996], [0.0590, 0.1693, 0.6154], [0.5822, 0.2891, 0.0690], [-0.0633, -0.1547, -0.1203], [0.2759, -0.4256, -0.1665], [0.1658, 0.3660, 0.7645], [0.2245, -0.4496, -0.3152], [-0.1485, 0.3533, 0.4554], [-0.0042, -0.0513, -0.2091], [0.3820, 0.2104, -0.2974], [-0.1249, 0.0945, 0.2368], [-0.1351, 0.1964, -0.1350], [-0.1711, 0.1118, -0.0192], [-0.0287, -0.2003, 0.2240], [0.2409, -0.0687, -0.0235], [-0.0800, 0.0371, 0.0012], [0.1744, 0.0334, -0.0344], [-0.1625, 0.1000, -0.0076], [-0.0887, -0.0520, 0.0799], [-0.0678, -0.2634, 0.1268], [-0.0438, 0.0990, 0.1910], [-0.1556, 0.0730, -0.0076], [0.2601, -0.1942, 0.0428], [-0.5339, -0.3992, -0.7863], [0.1282, 0.0133, 0.1231], [-0.0406, -0.1159, -0.1449], [-0.1072, -0.0287, -0.1483], [0.0512, -0.1733, 0.0608], [-0.2213, 0.1235, -0.1136], [-0.0158, 0.1708, 0.2234], [0.0174, 0.3755, -0.3392], [-0.1523, -0.0840, -0.2286], [-0.1452, -0.0031, 0.1106], [0.1400, 0.1415, -0.0960], [0.0717, 0.1361, 0.0878], [0.1737, 0.0738, -0.0224], [0.1269, 0.1317, -0.1178], [-0.0200, -0.0897, -1.4828], [0.0667, 0.0599, 0.1692], [0.0445, 0.1182, -0.1019], [-0.0191, -0.0320, 0.2395], [-0.1040, 0.0517, -0.0819], [0.0478, -0.0869, -0.1073], [0.1760, 0.3822, 1.8647], [0.2507, -0.0179, -0.0363], [0.1251, -0.1768, 0.0677], [1.6151, -1.2638, 0.0007], [0.0090, -0.0833, 0.1400], [-0.1201, -0.1785, -0.0224]],
  "lowdin_charge": [0.62, 0.02, 0.01, -0.16, -0.02, -0.20, -0.01, 0.03, 0.02, 0.01, 0.01, -0.05, -0.01, 0.00, -0.62, -0.02, -0.01, -0.55, -0.58, -0.01, -0.08, -0.56, -0.06, -0.56, -0.01, -0.08, -0.58, -0.51, -0.06, -0.01, -0.09, 0.08, 0.09, 0.08, 0.08, 0.09, 0.12, 0.14, 0.08, 0.14, 0.08, 0.08, 0.08, 0.06, 0.06, 0.07, 0.08, 0.12, 0.08, 0.08, 0.08, 0.07, 0.09, 0.08, 0.08, 0.08, 0.08, 0.09, -0.14, 0.07, 0.08, 0.09, 0.14, 0.07, 0.11, 0.07, 0.08, 0.01, 0.08, 0.09],
  "total_energy_ha": -1924.64369,
  "max_force_ev_per_a": 5.6,
  "lumo_energy_ev": 2.2,
  "charge": -1,
  "molar_mass_g_mol": 471.60
}